[1]
A 2-piece molecular cluster, C4H11NO overall in a non-equilibrium geometry, computed with ωB97M-V/def2-TZVPD.

Last column: Mulliken charge in e.
Geometry (Å):
C -1.22069 1.53243 0.16351  -0.844
N -0.33816 0.42408 -0.27256  -0.399
C 0.99656 0.79425 0.11898  -0.400
C 2.67229 -1.08762 -0.30776  -0.614
C 2.08868 0.04385 -0.76884  -0.259
H -0.79203 2.36580 -0.45691  0.310
H -2.32851 1.35952 -0.04491  0.318
H -0.99503 1.78334 1.18298  0.328
H -0.59801 -0.44056 0.24960  0.247
H 1.37262 0.82216 1.27861  0.299
H 0.95440 1.88006 -0.30455  0.206
H 2.72718 -1.98791 -0.82916  0.310
H 2.73312 -1.08971 0.86831  0.191
H 2.02982 0.34316 -1.80298  0.308
H -2.51201 -2.34510 0.52061  0.324
H -2.87008 -0.84092 0.13359  0.322
O -3.07192 -1.56449 0.73467  -0.647

Calculated values
Energy above the lowest of the compared OMol25 structures with the same formula, charge and spin ... 330.4 kJ/mol
LUMO level ... 0.84 eV
SMILES ... C=CCNC.O
Total charge ... 0

[2]
A 2-piece molecular cluster, C4H11NO overall in a non-equilibrium geometry, computed with ωB97M-V/def2-TZVPD.

Last column: Mulliken charge in e.
Geometry (Å):
C 0.01694 0.53765 -2.13286  -1.366
C -0.42303 0.49906 -0.64526  -0.194
C 0.09312 -0.71944 0.09738  0.688
C 1.26433 -1.29652 -0.21351  -1.041
N -0.58648 -0.96335 1.27585  -0.607
H 0.00118 -0.48646 -2.50245  0.370
H 1.03972 0.90127 -2.21035  0.312
H -0.68394 1.14703 -2.69838  0.377
H -1.52022 0.50048 -0.62554  0.345
H -0.14119 1.45688 -0.19583  0.154
H 1.93171 -0.88832 -0.95700  0.248
H 1.50415 -2.30790 0.09679  0.268
H -1.59793 -0.95439 1.27002  0.232
H -0.27664 -1.72162 1.86495  0.204
H -0.31095 0.64616 2.42046  0.383
H 0.03376 2.15564 2.29635  0.312
O -0.34451 1.49382 2.85937  -0.686

Calculated values
Energy above the lowest of the compared OMol25 structures with the same formula, charge and spin ... 107.9 kJ/mol
LUMO level ... 0.90 eV
SMILES ... C=C(N)CC.O
Total charge ... 0

[3]
A 2-piece molecular cluster, C4H11NO overall in a non-equilibrium geometry, computed with ωB97M-V/def2-TZVPD.

Last column: Mulliken charge in e.
Geometry (Å):
C 1.02828 0.77545 0.33820  -0.843
N 2.24557 1.19640 -0.38072  -0.403
C 3.39750 0.91992 0.50359  -0.635
H 1.04561 -0.19140 0.81368  0.323
H 0.85081 1.34604 1.24297  0.388
H 0.09046 0.94799 -0.26774  0.225
H 2.25801 2.19908 -0.47100  0.230
H 3.71932 1.82656 1.01668  0.257
H 4.27390 0.70355 -0.19885  0.199
H 3.01060 0.09767 1.15627  0.260
O -2.06307 -0.62421 -1.82458  -0.428
C -2.42391 -1.08087 -0.82021  0.290
C -3.74758 -1.57970 -0.36600  -0.996
H -1.69742 -1.33083 -0.03617  0.252
H -4.47148 -1.49430 -1.17867  0.294
H -3.88700 -1.03472 0.54665  0.307
H -3.62958 -2.67664 -0.07411  0.281

Calculated values
Energy above the lowest of the compared OMol25 structures with the same formula, charge and spin ... 239.9 kJ/mol
LUMO level ... 0.95 eV
SMILES ... CC=O.CNC
Total charge ... 0

[4]
A 2-piece molecular cluster, C4H11NO overall in a non-equilibrium geometry, computed with ωB97M-V/def2-TZVPD.

Last column: Mulliken charge in e.
Geometry (Å):
C -0.16343 -1.06577 2.94213  -0.897
C -0.90487 -0.49015 1.78674  -0.042
C -1.16670 -1.05485 0.59472  -0.756
H -0.87957 -1.31194 3.71017  0.303
H -0.00288 -2.09254 2.56496  0.267
H 0.79191 -0.58594 3.15452  0.278
H -1.55232 0.33896 2.10708  0.297
H -2.14483 -0.80839 0.20623  0.248
H -0.42098 -1.67151 0.10350  0.310
N 1.48738 1.44485 -1.46649  -0.360
C 0.53513 1.42778 -2.48429  -0.297
O 0.36422 0.08195 -3.18055  -0.550
H 2.42775 1.16154 -1.66292  0.172
H 1.30406 1.45441 -0.48130  0.195
H -0.47119 1.60371 -2.09257  0.337
H 0.85287 1.95370 -3.36784  0.207
H -0.05656 -0.38581 -2.43409  0.290

Calculated values
Energy above the lowest of the compared OMol25 structures with the same formula, charge and spin ... 273.5 kJ/mol
LUMO level ... 0.87 eV
SMILES ... C=CC.NCO
Total charge ... 0

[5]
A 2-piece molecular cluster, C4H11NO overall, computed with ωB97M-V/def2-TZVPD.

Last column: Mulliken charge in e.
Geometry (Å):
C -1.54038 -1.47261 -0.16146  -0.783
C -1.33874 -1.61703 1.35612  -0.717
H -1.93338 -0.52372 -0.52775  0.270
H -0.59814 -1.59864 -0.68978  0.211
H -2.23196 -2.26238 -0.46658  0.322
H -1.12380 -2.66754 1.56839  0.253
H -2.22059 -1.41394 1.95633  0.293
H -0.46701 -1.01471 1.59709  0.160
C 1.05896 2.45271 -0.34196  -1.010
C 1.29779 1.16518 -1.08125  0.696
O 1.40626 1.17340 -2.29419  -0.630
N 1.51442 0.05826 -0.32608  -0.382
H 1.93054 2.81749 0.20663  0.293
H 0.28530 2.44986 0.42870  0.321
H 1.83766 -0.77031 -0.79103  0.226
H 1.31352 0.02107 0.65283  0.179
H 0.80956 3.20290 -1.08602  0.297

Calculated values
Energy above the lowest of the compared OMol25 structures with the same formula, charge and spin ... 24.9 kJ/mol
LUMO level ... 0.81 eV
SMILES ... CC(N)=O.CC
Total charge ... 0

[6]
A 2-piece molecular cluster, C4H11NO overall in a non-equilibrium geometry, computed with ωB97M-V/def2-TZVPD.

Last column: Mulliken charge in e.
Geometry (Å):
C -0.17728 -0.32109 1.86329  -0.439
C -0.80316 -0.55320 0.50471  -0.013
C -0.22405 -1.43215 -0.41631  -0.945
O -0.41810 0.98500 2.37420  -0.520
H -0.04019 1.62197 1.75364  0.323
H 0.90135 -0.52732 1.80730  0.287
H -0.60250 -1.00060 2.60782  0.306
H -1.88193 -0.42437 0.48338  0.342
H -0.86652 -1.98542 -1.09207  0.315
H 0.66111 -1.99045 -0.12210  0.348
C 0.93348 0.66927 -1.71283  -0.566
N 0.18774 1.50140 -0.90119  -0.615
H -0.59278 1.89962 -1.41821  0.234
H -0.37654 0.75958 -0.15633  0.213
H 0.46930 -0.53507 -1.42292  0.095
H 1.95013 0.50088 -1.36422  0.273
H 0.87993 0.83194 -2.78818  0.361

Calculated values
Energy above the lowest of the compared OMol25 structures with the same formula, charge and spin ... 357.1 kJ/mol
LUMO level ... 0.85 eV
SMILES ... C=CCO.CN
Total charge ... 0

[7]
A 2-piece molecular cluster, C4H11NO overall in a non-equilibrium geometry, computed with ωB97M-V/def2-TZVPD.

Last column: Mulliken charge in e.
Geometry (Å):
C -1.83919 -1.54976 -1.07788  -0.968
C -1.01465 -2.39538 0.01110  -0.554
C 0.11413 -1.49965 0.44263  -0.422
C 1.08795 0.33510 1.48574  -0.111
N 0.05608 -0.43912 1.50409  0.069
H -2.00601 -0.61554 -0.50727  0.323
H -1.20367 -1.49716 -2.02129  0.308
H -2.73824 -2.25572 -1.16198  0.314
H -0.80270 -3.43602 -0.37743  0.366
H -1.77581 -2.55591 0.91566  0.301
H 0.49437 -0.85045 -0.43012  0.349
H 1.07481 -2.15870 0.52714  0.401
H 1.63723 0.42842 0.60468  0.317
H 1.05583 1.22897 2.25858  0.308
H 2.50319 5.76825 -1.32886  0.342
H 1.82559 5.68223 0.05285  0.318
O 1.53108 5.81044 -0.89764  -0.661

Calculated values
Energy above the lowest of the compared OMol25 structures with the same formula, charge and spin ... 468.9 kJ/mol
LUMO level (spin up / spin down) ... -5.84 / -9.44 eV
2S+1 ... 2
Expectation value of S² ... 0.7569
Total charge ... +1